Computed, not measured: the molecule C23H27N5O3, with the ωB97M-V functional and the def2-TZVPD basis.

```
58
Properties=species:S:1:pos:R:3:forces:R:3:nbo_charge:R:1
C -3.52573 -4.45448 0.62012 0.182 -0.096 0.084 -0.254
O -4.63507 -3.78760 0.07273 -0.209 0.244 -0.117 -0.509
C -4.58291 -2.43224 -0.06245 -0.088 0.163 -0.059 0.401
C -5.72041 -1.83069 -0.60414 0.004 -0.164 0.021 -0.307
C -5.75849 -0.46359 -0.77738 0.073 -0.273 0.055 -0.166
C -4.68316 0.33394 -0.42208 0.128 0.291 0.021 -0.308
C -3.55087 -0.26019 0.11782 -0.460 0.066 -0.190 0.262
N -2.42163 0.46942 0.50060 0.225 -0.414 0.166 -0.632
C -2.21171 1.80883 0.46895 0.382 -0.159 0.281 0.684
O -3.00734 2.63967 0.09350 -0.181 0.205 -0.083 -0.616
C -0.83466 2.21782 1.02306 -0.116 0.484 0.159 -0.143
C -0.25295 3.39406 0.22266 0.048 -0.240 -0.043 -0.394
C 0.42025 3.01770 -1.10354 -0.111 0.226 -0.016 -0.230
C 0.92409 4.29432 -1.77679 0.045 -0.267 0.145 -0.595
C -0.52716 2.27566 -2.04256 0.225 0.064 0.108 -0.616
N 0.08357 1.10583 1.12956 -0.114 0.169 -0.317 -0.680
C 0.72405 0.83552 2.29142 -0.003 -0.277 -0.079 0.804
O 0.43255 1.26422 3.38507 0.063 0.114 0.317 -0.634
N 1.76466 -0.07893 2.13027 0.042 0.031 0.099 -0.450
C 2.61845 -0.51157 3.23512 -0.185 0.152 0.552 -0.204
C 3.80584 -1.24954 2.56777 0.369 -0.197 0.281 -0.211
N 3.47979 -1.14979 1.17124 -0.584 0.311 -0.026 -0.361
C 2.32346 -0.46987 0.95135 0.370 -0.271 -0.645 0.564
N 1.99535 -0.32503 -0.29990 -0.453 0.261 0.286 -0.566
C 3.02371 -0.95309 -0.98387 0.499 -0.270 0.214 0.192
C 3.21421 -1.10800 -2.34762 -0.019 0.016 0.183 -0.236
C 4.34508 -1.78382 -2.76559 0.053 -0.037 -0.157 -0.222
C 5.26982 -2.29766 -1.85955 0.089 -0.052 -0.045 -0.218
C 5.10092 -2.15615 -0.49369 0.021 -0.005 0.187 -0.235
C 3.97358 -1.48033 -0.06831 -0.053 -0.002 -0.661 0.086
C -3.50017 -1.64336 0.29570 0.056 -0.255 0.060 -0.396
H -2.62961 -4.31921 0.00498 -0.030 0.008 0.033 0.174
H -3.31938 -4.12113 1.64283 0.003 -0.001 -0.044 0.174
H -3.79376 -5.50983 0.63488 0.069 0.064 0.021 0.201
H -6.55284 -2.45874 -0.87682 -0.109 -0.082 -0.035 0.221
H -6.64085 -0.00471 -1.19661 -0.082 0.041 -0.038 0.215
H -4.71632 1.40093 -0.55556 0.007 0.035 0.002 0.255
H -1.65476 -0.07819 0.87331 -0.134 0.211 -0.110 0.412
H -1.02343 2.56040 2.05041 -0.028 -0.084 -0.225 0.261
H 0.47611 3.91421 0.84784 -0.025 0.017 0.057 0.207
H -1.08076 4.07706 0.02291 0.045 0.061 0.035 0.235
H 1.28824 2.37815 -0.90313 -0.032 0.025 0.010 0.198
H 1.45666 4.05620 -2.69456 0.059 0.024 -0.118 0.207
H 0.08819 4.94510 -2.02330 -0.104 0.114 -0.047 0.203
H 1.60041 4.83761 -1.12033 0.077 0.110 0.043 0.205
H -1.44583 2.84124 -2.17802 -0.136 0.036 -0.035 0.219
H -0.78431 1.29199 -1.65723 -0.102 -0.179 -0.034 0.201
H -0.05728 2.14057 -3.01446 0.024 -0.076 -0.105 0.210
H 0.52039 0.77189 0.27214 0.021 0.002 0.001 0.447
H 2.04811 -1.16637 3.89929 0.150 0.081 -0.036 0.215
H 2.93574 0.36092 3.81223 -0.009 -0.158 -0.048 0.225
H 4.76408 -0.76543 2.78222 -0.120 -0.068 0.017 0.210
H 3.86463 -2.29570 2.88424 0.005 0.144 0.002 0.209
H 2.49866 -0.70961 -3.04844 -0.094 0.050 -0.088 0.225
H 4.51947 -1.91821 -3.82256 0.015 -0.013 -0.087 0.215
H 6.13964 -2.81781 -2.23137 0.068 -0.042 -0.028 0.215
H 5.81789 -2.55268 0.20916 0.091 -0.055 0.040 0.216
H -2.60621 -2.07973 0.71652 0.071 -0.086 0.038 0.209
```
Positions in Å, forces in eV/Å.

The calculation puts the orbital gap at 8.45 eV. The calculation puts the highest occupied orbital energy at -8.14 eV. Its charge is 0. The total energy comes out at -37884.4157 eV. As for the SMILES: COc1cccc(NC(=O)[C@H](CC(C)C)NC(=O)N2CCn3c2nc2ccccc23)c1.